B2CsF10NO4S2 | the ωB97M-V functional and the def2-TZVPD basis

HOMO level = -4.7 eV
Kohn-Sham gap = 8.844 eV
energy relative to the best compared isomer or geometry (same formula, charge and spin) = 0.356 eV

```
! wB97M-V def2-TZVPD RIJCOSX def2/J DEFGRID3
* xyz -2 1
Cs -1.134 0.197 1.004
N -0.585 -1.892 -1.046
S -0.143 -3.410 -0.856
O 0.873 -3.636 0.116
O -0.211 -4.281 -1.988
F -1.506 -3.834 -0.051
S 0.553 -1.337 -2.141
O 0.235 -1.677 -3.488
O 1.906 -1.271 -1.753
F -0.008 0.148 -2.029
B 2.321 0.824 1.604
F 3.111 -0.235 1.145
F 1.242 0.269 2.374
F 3.073 1.664 2.462
F 1.829 1.588 0.532
B -2.298 3.391 0.816
F -2.156 3.057 -0.549
F -3.357 2.598 1.339
F -1.159 3.063 1.577
F -2.584 4.773 0.933
*
```

Mulliken atomic charge list, values in e, 2 entries: 1.165, -0.242

---

B3F12Sn | the ωB97M-V functional and the def2-TZVPD basis

HOMO level = -7.8 eV
Kohn-Sham gap = 10.249 eV
energy relative to the best compared isomer or geometry (same formula, charge and spin) = 1.329 eV

```
! wB97M-V def2-TZVPD RIJCOSX def2/J DEFGRID3
* xyz -1 1
Sn 0.226 -0.723 0.506
B -0.654 0.327 2.877
F -0.527 1.630 2.916
F -1.133 -0.162 4.078
F -1.430 -0.045 1.788
F 0.562 -0.243 2.656
B -0.549 1.494 -1.002
F -0.669 2.873 -1.027
F -1.299 0.969 -0.032
F -0.897 1.000 -2.215
F 0.786 1.115 -0.745
B 1.169 -1.635 -1.955
F 1.193 -0.294 -2.283
F 2.093 -2.095 -1.076
F -0.061 -1.830 -1.340
F 1.190 -2.380 -3.148
*
```

Mulliken atomic charge list, values in e, 2 entries: 1.469, 0.511

---

B3H12Tl | the ωB97M-V functional and the def2-TZVPD basis

HOMO level = -9.6 eV
Kohn-Sham gap = 4.131 eV
energy relative to the best compared isomer or geometry (same formula, charge and spin) = 0.000 eV

```
! wB97M-V def2-TZVPD RIJCOSX def2/J DEFGRID3
* xyz 0 1
Tl 9.270 -15.927 -3.978
B 9.934 -18.843 -3.522
H 10.524 -19.275 -2.586
H 9.524 -19.788 -4.106
H 8.970 -18.191 -3.201
H 10.706 -18.119 -4.140
B 9.914 -17.695 -6.304
H 10.219 -16.681 -6.829
H 10.794 -17.872 -5.431
H 8.820 -17.590 -5.866
H 10.032 -18.654 -6.979
B 9.030 -15.896 -1.003
H 8.485 -16.818 -1.589
H 8.747 -15.957 0.131
H 10.187 -16.014 -1.239
H 8.598 -14.957 -1.622
*
```

Mulliken atomic charge list, values in e, 2 entries: 0.410, 0.036

---

B5CuF16H4 | the ωB97M-V functional and the def2-TZVPD basis

⟨S²⟩ = 0.75
HOMO level (spin up / spin down) = -0.4 / -0.3 eV
Kohn-Sham gap (spin up / spin down) = 8.144 / 7.296 eV
energy relative to the best compared isomer or geometry (same formula, charge and spin) = 2.488 eV

```
! wB97M-V def2-TZVPD RIJCOSX def2/J DEFGRID3
* xyz -3 2
Cu 0.074 -0.308 -0.003
B 2.014 -0.279 -1.394
H 2.967 -0.327 -1.898
H 1.859 0.616 -0.811
H 1.291 -0.228 -2.194
H 1.751 -1.116 -0.766
B -1.175 -2.526 -0.796
F -1.659 -1.251 -0.863
F -1.990 -3.406 -0.142
F -1.000 -2.930 -2.084
F 0.027 -2.425 -0.159
B -0.115 2.478 -1.597
F 0.492 2.850 -0.433
F -1.355 3.102 -1.723
F 0.725 2.734 -2.712
F -0.471 1.127 -1.479
B -2.423 0.104 1.625
F -1.839 0.832 0.675
F -1.547 -0.922 1.889
F -2.736 0.794 2.786
F -3.608 -0.349 1.113
B 1.782 0.276 2.219
F 1.675 -0.963 1.622
F 0.658 0.922 1.690
F 1.733 0.183 3.597
F 2.867 1.012 1.838
*
```

Mulliken atomic charge list, values in e, 2 entries: 2.052, 0.786

---

BBrClI | the ωB97M-V functional and the def2-TZVPD basis

HOMO level = -10.0 eV
Kohn-Sham gap = 9.602 eV
structure (SMILES) = ClB(Br)I
energy relative to the best compared isomer or geometry (same formula, charge and spin) = 0.000 eV

```
! wB97M-V def2-TZVPD RIJCOSX def2/J DEFGRID3
* xyz 0 1
Cl 1.600 0.423 -0.772
B 0.112 0.078 0.018
Br 0.172 -1.279 1.377
I -1.884 0.778 -0.623
*
```

Mulliken atomic charge list, values in e, 2 entries: -0.120, 0.281

---

BCdF6H4N3O12S6 | the ωB97M-V functional and the def2-TZVPD basis

HOMO level = -5.8 eV
Kohn-Sham gap = 3.396 eV
energy relative to the best compared isomer or geometry (same formula, charge and spin) = 7.197 eV

```
! wB97M-V def2-TZVPD RIJCOSX def2/J DEFGRID3
* xyz -2 1
Cd -0.495 -0.716 -0.664
B -1.946 -2.881 -2.846
H -2.766 -3.293 -3.414
H -2.308 -2.925 -1.831
H -1.008 -3.385 -3.024
H -1.856 -1.843 -3.128
N -2.611 2.360 0.464
S -3.088 3.307 1.591
O -4.369 3.046 2.186
O -2.530 4.636 1.538
F -2.138 2.760 2.756
S -3.407 3.505 -0.636
O -2.630 4.686 -1.142
O -4.839 3.721 -0.432
F -3.399 2.457 -1.818
N 2.579 1.067 -1.837
S 3.323 1.642 -3.119
O 4.712 1.266 -3.377
O 2.946 2.930 -3.572
F 2.509 0.723 -4.167
S 3.846 1.745 -0.835
O 4.070 3.202 -0.860
O 4.953 0.820 -0.512
F 2.797 1.645 0.420
N 0.594 -2.735 2.244
S 1.689 -3.821 2.517
O 1.406 -5.197 2.369
O 2.778 -3.485 3.415
F 2.478 -3.541 1.118
S 0.010 -2.978 3.838
O 0.714 -2.325 4.940
O -0.662 -4.255 4.115
F -1.350 -2.137 3.704
*
```

Mulliken atomic charge list, values in e, 2 entries: 1.383, 0.046

---

BF4H18O9 | the ωB97M-V functional and the def2-TZVPD basis

HOMO level = -7.3 eV
Kohn-Sham gap = 10.130 eV
energy relative to the best compared isomer or geometry (same formula, charge and spin) = 0.531 eV

```
! wB97M-V def2-TZVPD RIJCOSX def2/J DEFGRID3
* xyz -1 1
B 0.922 0.090 0.455
F 2.067 -0.502 0.086
F 0.250 0.393 -0.701
F 0.032 -0.644 1.251
F 1.282 1.227 1.104
O -1.050 0.661 -2.856
H -0.619 0.627 -2.029
H -0.812 1.476 -3.283
O 1.353 -1.752 -2.538
H 0.408 -1.824 -2.471
H 1.615 -0.898 -2.197
O 0.734 3.149 -1.111
H 1.217 2.559 -1.696
H 0.813 2.724 -0.249
O -0.518 -3.232 2.054
H -1.133 -3.922 1.827
H -0.926 -2.345 1.821
O 1.097 -3.305 -0.122
H 1.535 -2.530 -0.431
H 0.650 -2.958 0.604
O -2.689 -1.439 3.658
H -2.217 -0.743 3.220
H -1.943 -2.027 3.900
O -2.232 2.406 -0.141
H -2.554 3.321 0.092
H -1.332 2.549 -0.443
O 2.667 1.493 -2.249
H 2.576 1.213 -1.302
H 3.590 1.506 -2.461
O -1.777 0.786 2.410
H -0.961 0.476 1.992
H -2.044 1.462 1.808
*
```

Mulliken atomic charge list, values in e, 2 entries: -0.085, -0.343

---

BF4H20O10 | the ωB97M-V functional and the def2-TZVPD basis

HOMO level = -7.4 eV
Kohn-Sham gap = 9.953 eV
energy relative to the best compared isomer or geometry (same formula, charge and spin) = 0.603 eV

```
! wB97M-V def2-TZVPD RIJCOSX def2/J DEFGRID3
* xyz -1 1
B -0.638 0.315 -0.073
F -1.386 -0.756 0.439
F -1.345 1.081 -1.010
F -0.221 1.161 0.975
F 0.511 -0.220 -0.691
O 1.387 -2.236 1.466
H 1.345 -2.195 2.426
H 0.604 -1.754 1.168
O 2.572 0.848 -3.186
H 3.304 0.243 -3.030
H 1.866 0.534 -2.606
O 2.422 2.162 1.813
H 2.312 2.141 2.767
H 1.651 1.693 1.461
O -4.316 -1.799 0.733
H -4.175 -2.425 1.448
H -3.609 -1.153 0.841
O -1.014 -3.151 -0.885
H -0.917 -2.245 -0.550
H -0.126 -3.521 -0.850
O -1.614 3.637 0.987
H -1.881 4.045 0.159
H -1.591 2.692 0.792
O 3.076 -1.373 -0.788
H 2.396 -1.595 -0.135
H 2.722 -1.709 -1.619
O 4.073 1.218 -0.454
H 3.372 0.739 -0.916
H 3.639 1.589 0.328
O -2.269 0.464 3.043
H -1.682 0.401 2.275
H -3.102 0.788 2.688
O -2.328 0.137 -3.380
H -3.235 0.177 -3.068
H -1.802 0.067 -2.566
*
```

Mulliken atomic charge list, values in e, 2 entries: 0.993, -0.436

---

BF4H24O12 | the ωB97M-V functional and the def2-TZVPD basis

HOMO level = -7.3 eV
Kohn-Sham gap = 9.958 eV
energy relative to the best compared isomer or geometry (same formula, charge and spin) = 0.749 eV

```
! wB97M-V def2-TZVPD RIJCOSX def2/J DEFGRID3
* xyz -1 1
B -0.302 -0.836 1.307
F 0.208 0.076 0.412
F 0.050 -2.086 0.872
F 0.019 -0.563 2.654
F -1.634 -0.626 1.233
O 2.611 0.485 3.083
H 2.457 1.089 2.335
H 1.805 -0.005 3.259
O -0.009 -3.284 -1.987
H -0.291 -3.374 -1.076
H -0.869 -3.221 -2.348
O 2.840 -2.226 0.234
H 2.824 -1.262 0.347
H 1.996 -2.469 0.686
O -3.822 0.773 0.243
H -3.211 1.193 -0.366
H -3.211 0.239 0.748
O -1.524 0.111 -1.965
H -1.744 -0.761 -1.585
H -0.642 -0.062 -2.395
O -1.504 1.928 2.048
H -1.041 2.559 2.647
H -1.546 1.082 2.472
O 0.905 -0.784 -2.550
H 1.471 -0.292 -1.977
H 0.660 -1.507 -2.001
O 1.398 2.180 1.442
H 0.898 2.510 2.190
H 0.941 1.368 1.065
O 1.348 2.009 -1.511
H 0.446 2.350 -1.231
H 1.157 1.742 -2.417
O 3.228 0.389 -0.433
H 2.523 1.042 -0.515
H 3.523 0.097 -1.272
O -1.184 2.503 -0.577
H -1.257 2.445 0.362
H -1.360 1.589 -0.814
O -2.460 -2.391 -0.923
H -3.092 -2.135 -1.618
H -2.605 -1.876 -0.077
*
```

Mulliken atomic charge list, values in e, 2 entries: -0.002, 0.632

---

BF4H24O12 | the ωB97M-V functional and the def2-TZVPD basis

HOMO level = -7.3 eV
Kohn-Sham gap = 9.968 eV
energy relative to the best compared isomer or geometry (same formula, charge and spin) = 1.580 eV

```
! wB97M-V def2-TZVPD RIJCOSX def2/J DEFGRID3
* xyz -1 1
B 1.213 -0.047 -0.441
F 1.237 0.804 0.709
F 0.270 -0.994 -0.493
F 1.080 0.758 -1.532
F 2.411 -0.714 -0.465
O -1.617 2.071 1.242
H -1.732 2.891 0.762
H -1.027 2.280 1.981
O 1.248 -3.733 0.062
H 1.649 -2.855 -0.058
H 1.850 -4.231 0.637
O 0.858 -0.198 -3.846
H 1.273 0.014 -3.049
H -0.074 -0.110 -3.719
O -0.360 -0.465 2.373
H -0.205 -1.416 2.479
H 0.268 -0.118 1.685
O -0.112 2.614 -2.894
H 0.408 1.924 -2.513
H -0.797 2.293 -3.448
O 0.764 3.461 -0.081
H 0.993 2.562 -0.152
H 0.010 3.552 -0.660
O -2.753 -0.665 0.885
H -2.754 0.245 1.188
H -1.882 -0.975 0.870
O -1.472 -3.432 0.888
H -0.806 -3.680 0.232
H -1.006 -3.699 1.629
O 0.542 2.944 2.755
H 0.143 3.771 2.964
H 0.686 3.125 1.828
O -0.853 -2.807 -2.077
H -0.619 -2.239 -1.349
H -0.007 -3.221 -2.278
O -2.428 1.118 -1.256
H -1.846 1.718 -0.811
H -2.304 0.321 -0.778
O 2.567 -1.341 2.359
H 2.622 -0.554 2.875
H 2.561 -0.967 1.479
*
```

Mulliken atomic charge list, values in e, 2 entries: 0.398, -0.478

---

BF4H26O13 | the ωB97M-V functional and the def2-TZVPD basis

HOMO level = -7.9 eV
Kohn-Sham gap = 10.166 eV
energy relative to the best compared isomer or geometry (same formula, charge and spin) = 0.966 eV

```
! wB97M-V def2-TZVPD RIJCOSX def2/J DEFGRID3
* xyz -1 1
B 10.350 -28.925 -19.079
F 10.359 -28.992 -20.474
F 11.335 -29.782 -18.766
F 10.470 -27.668 -18.594
F 9.223 -29.481 -18.527
O 12.982 -26.203 -20.044
H 12.403 -25.876 -20.732
H 12.421 -26.755 -19.500
O 7.506 -27.730 -19.771
H 6.798 -28.355 -19.928
H 8.160 -28.227 -19.279
O 13.971 -29.307 -19.540
H 13.205 -29.868 -19.418
H 13.811 -28.858 -20.370
O 12.615 -28.785 -22.081
H 11.786 -28.533 -21.673
H 12.443 -29.647 -22.461
O 7.173 -31.541 -18.864
H 7.407 -32.127 -18.144
H 7.825 -30.842 -18.826
O 6.459 -29.080 -16.335
H 7.271 -28.710 -16.683
H 6.597 -29.115 -15.389
O 12.735 -28.631 -16.476
H 13.142 -29.454 -16.207
H 12.067 -28.889 -17.111
O 8.420 -27.173 -16.470
H 9.024 -27.354 -15.750
H 8.983 -27.085 -17.239
O 10.139 -32.809 -19.150
H 9.702 -32.864 -18.301
H 10.958 -32.348 -18.969
O 10.291 -30.865 -15.618
H 10.316 -30.811 -16.573
H 10.099 -29.971 -15.333
O 9.528 -28.143 -22.715
H 8.604 -28.114 -22.962
H 9.523 -28.401 -21.793
O 9.085 -31.242 -21.555
H 9.151 -31.885 -20.849
H 9.492 -30.452 -21.199
O 12.588 -32.185 -17.885
H 12.785 -31.581 -17.169
H 13.430 -32.329 -18.316
*
```

Mulliken atomic charge list, values in e, 2 entries: 0.187, -0.004

---

BF4H28O14 | the ωB97M-V functional and the def2-TZVPD basis

HOMO level = -7.7 eV
Kohn-Sham gap = 10.177 eV
energy relative to the best compared isomer or geometry (same formula, charge and spin) = 0.965 eV

```
! wB97M-V def2-TZVPD RIJCOSX def2/J DEFGRID3
* xyz -1 1
B -0.152 -0.075 -0.595
F -0.448 0.913 -1.455
F -1.197 -0.426 0.195
F 0.288 -1.244 -1.284
F 0.823 0.483 0.232
O -0.325 -1.391 -4.005
H -0.411 -1.813 -3.122
H 0.590 -1.369 -4.324
O 1.094 -1.306 2.397
H 0.313 -0.849 2.786
H 0.914 -1.854 1.621
O 1.119 1.745 3.284
H 1.348 1.855 2.361
H 1.874 1.181 3.485
O -3.570 -0.554 -1.004
H -2.829 -0.366 -0.488
H -4.306 -0.118 -0.589
O -0.839 2.921 1.482
H -0.699 2.995 2.424
H -1.110 2.096 1.188
O -2.064 -2.779 2.018
H -2.017 -2.886 2.949
H -1.313 -2.258 1.802
O 0.723 -3.122 0.508
H 0.481 -2.689 -0.304
H 0.352 -4.038 0.452
O -0.485 -4.103 -2.385
H -1.228 -3.698 -1.950
H -0.581 -5.016 -2.229
O -1.353 0.047 2.962
H -1.633 0.325 2.095
H -0.764 0.726 3.296
O 3.083 2.187 1.083
H 2.260 2.259 0.586
H 3.078 1.256 1.082
O 0.706 1.629 -3.762
H -0.080 1.660 -4.380
H 0.331 1.169 -2.972
O 1.242 3.434 -0.686
H 0.639 2.788 -1.033
H 1.737 3.578 -1.489
O -1.935 2.992 -2.193
H -2.255 3.319 -1.309
H -1.762 2.041 -2.067
O 3.454 -0.490 0.755
H 4.249 -0.604 1.259
H 2.656 -0.573 1.321
*
```

Mulliken atomic charge list, values in e, 2 entries: 0.448, -0.188